Entry 1:
C9H17LiN6OS as an isolated structure. Source: the Open Molecules 2025 dataset; level of theory: ωB97M-V/def2-TZVPD.

Output
E_HOMO (eV): -7.85
LUMO level (eV): 0.17
Total energy (Ha): -1162.7778
M (u): 264.3

The geometry in XYZ format:
```
35
C9H17LiN6OS, DFT ωB97M-V/def2-TZVPD
Li 1.80 -0.36 1.39
N 3.76 -0.59 0.83
H 4.16 -1.20 1.53
H 4.43 0.15 0.64
H 3.66 -1.12 -0.03
C -2.04 2.80 -1.48
C -0.51 2.68 -1.46
N -0.04 1.44 -0.87
C 0.02 0.25 -1.48
S 0.55 -1.15 -0.65
N -0.34 0.20 -2.77
C -0.42 -1.02 -3.56
C -1.74 -1.75 -3.39
H -2.34 3.75 -1.92
H -2.43 2.75 -0.46
H -2.50 1.99 -2.05
H -0.09 3.48 -0.85
H -0.09 2.81 -2.46
H 0.18 1.46 0.12
H -0.79 1.01 -3.16
H 0.41 -1.66 -3.26
H -0.26 -0.74 -4.61
H -1.88 -2.04 -2.35
H -1.77 -2.65 -4.00
H -2.58 -1.12 -3.69
N 0.42 -2.45 4.59
C 0.66 -1.46 3.70
O 1.52 -1.60 2.81
C -0.09 -0.24 3.83
C 0.22 0.73 2.88
N 0.58 1.43 2.02
C -1.08 -0.06 4.82
N -1.87 0.01 5.66
H 0.86 -3.34 4.42
H -0.34 -2.39 5.24
```

These are the Mulliken partial charges, in e, on atoms 1 to 4: Li 0.672; N -0.794; H 0.264; H 0.244

Entry 2:
C26H30N7OS3Sc as an isolated structure. Source: the Open Molecules 2025 dataset; level of theory: ωB97M-V/def2-TZVPD.

Output
E_HOMO (eV): -13.75
Charge: +2
LUMO level (eV): -5.75
Total energy (Ha): -3422.3408
M (u): 597.7

The geometry in XYZ format:
```
68
C26H30N7OS3Sc, DFT ωB97M-V/def2-TZVPD
Sc -0.82 -0.35 0.10
N -3.14 -2.75 2.74
C -3.13 -1.72 3.65
C -3.61 -1.60 4.95
C -3.42 -0.39 5.58
C -2.77 0.68 4.95
C -2.28 0.57 3.66
C -2.47 -0.65 3.01
N -2.11 -1.06 1.74
C -2.51 -2.32 1.62
C -2.26 -3.07 0.41
C -2.49 -4.38 0.11
S -1.95 -4.75 -1.47
C -1.44 -3.13 -1.65
N -1.66 -2.36 -0.62
H -3.54 -3.67 2.89
H -4.10 -2.43 5.44
H -3.77 -0.26 6.59
H -2.64 1.60 5.48
H -1.75 1.38 3.18
H -2.93 -5.14 0.72
H -0.99 -2.77 -2.56
C 4.76 0.99 -2.74
C 3.88 -0.10 -3.34
N 2.46 0.23 -3.28
C 1.88 0.91 -4.42
C 1.81 2.42 -4.21
C 1.78 -0.05 -2.18
S 0.05 0.27 -2.20
N 2.48 -0.56 -1.17
C 2.09 -0.99 0.00
O 0.86 -1.01 0.40
C 3.12 -1.49 0.91
C 2.73 -2.00 2.15
C 3.67 -2.49 3.03
C 5.02 -2.46 2.69
C 5.41 -1.95 1.46
C 4.47 -1.47 0.57
H 5.79 0.64 -2.70
H 4.43 1.21 -1.73
H 4.73 1.90 -3.33
H 4.03 -1.03 -2.80
H 4.15 -0.25 -4.39
H 0.87 0.51 -4.59
H 2.49 0.69 -5.29
H 1.23 2.64 -3.31
H 1.33 2.89 -5.06
H 2.80 2.84 -4.08
H 1.67 -2.02 2.41
H 3.37 -2.88 3.99
H 5.76 -2.82 3.38
H 6.46 -1.93 1.19
H 4.77 -1.07 -0.39
C -3.91 2.62 0.95
N -3.17 2.96 -0.23
C -3.78 3.62 -1.38
C -2.64 3.65 -2.41
N -1.49 3.25 -1.61
C -1.87 2.80 -0.42
S -0.80 2.16 0.75
H -4.92 2.31 0.66
H -3.98 3.46 1.63
H -3.40 1.79 1.46
H -4.12 4.62 -1.10
H -4.65 3.05 -1.72
H -2.49 4.64 -2.85
H -2.79 2.93 -3.22
H -0.56 3.16 -1.98
```

These are the Mulliken partial charges, in e, on atoms 1 to 4: Sc 0.423; N 0.031; C 0.659; C -1.133